{
  "formula": "C6H18BrMnO3",
  "method": "wB97M-V/def2-TZVPD",
  "species": ["Mn", "Br", "C", "C", "O", "H", "H", "H", "H", "H", "H", "C", "C", "O", "H", "H", "H", "H", "H", "H", "C", "C", "O", "H", "H", "H", "H", "H", "H"],
  "xyz": [[14.222, 31.467, -3.094], [14.680, 29.906, -1.184], [13.525, 26.123, -0.724], [12.161, 26.702, -1.047], [12.120, 27.866, -0.244], [13.640, 25.142, -1.184], [13.654, 26.035, 0.354], [14.324, 26.763, -1.099], [11.416, 25.949, -0.790], [12.122, 26.919, -2.114], [12.878, 28.422, -0.439], [18.078, 26.134, 1.166], [17.181, 27.318, 0.698], [17.552, 27.850, -0.535], [19.074, 26.504, 1.410], [18.281, 25.298, 0.497], [17.685, 25.784, 2.120], [17.262, 28.097, 1.456], [16.146, 26.993, 0.598], [16.925, 28.547, -0.742], [18.196, 30.720, -2.699], [17.354, 30.603, -3.882], [16.425, 31.788, -3.756], [18.682, 31.668, -2.472], [18.868, 29.876, -2.546], [17.454, 30.773, -1.902], [16.944, 29.595, -3.834], [17.920, 30.646, -4.813], [16.930, 32.573, -3.984]],
  "lowdin_charge": [1.0311, 0.2176, -0.1102, -0.3080, -0.1181, 0.0785, 0.0833, 0.0370, 0.1191, 0.1031, -0.0748, -0.0657, -0.3233, -0.1062, 0.0677, 0.0731, 0.0733, 0.1112, 0.0876, -0.0341, -0.1055, -0.2363, -0.1974, 0.0948, 0.1085, 0.0368, 0.1218, 0.1277, 0.1074],
  "e_above_lowest_ev": 0.000,
  "total_charge": 1,
  "total_energy_ev": -114010.5913,
  "s2": 8.76,
  "multiplicity": 6
}